{"formula": "C34H49N6O6P", "method": "the ωB97M-V functional and the def2-TZVPD basis", "smiles": "C#CCCCc1c(COO)c(C)c2c(c1[PH2]=N)C(=O)N(COC(C)=O)C2=O.CCCC#N.CCCC#N.CCCC#N.CCCC#N", "lumo_energy_ev": -0.4, "charge": 0, "homo_energy_ev": -8.468, "homo_lumo_gap_ev": 8.11, "multiplicity": 1, "energy_ev": -66560.7666, "symbols": ["C", "C", "C", "C", "C", "C", "C", "C", "O", "O", "C", "C", "C", "C", "C", "P", "N", "C", "O", "N", "C", "O", "C", "C", "O", "C", "O", "H", "H", "H", "H", "H", "H", "H", "H", "H", "H", "H", "H", "H", "H", "H", "H", "H", "H", "H", "H", "H", "C", "C", "C", "C", "N", "H", "H", "H", "H", "H", "H", "H", "C", "C", "C", "C", "N", "H", "H", "H", "H", "H", "H", "H", "C", "C", "C", "C", "N", "H", "H", "H", "H", "H", "H", "H", "C", "C", "C", "C", "N", "H", "H", "H", "H", "H", "H", "H"], "positions_angstrom": [[-3.45477, -3.56713, 0.09353], [-2.42384, -4.17974, 0.03573], [-1.08521, -4.67385, -0.29624], [0.01533, -3.70176, 0.13036], [-0.18564, -2.30707, -0.46310], [0.71011, -1.26232, 0.16527], [1.89433, -0.82142, -0.45382], [2.32667, -1.44298, -1.76453], [2.92705, -0.57264, -2.69842], [1.96585, 0.45203, -2.96582], [2.69411, 0.15309, 0.16187], [3.99300, 0.64970, -0.42162], [2.26891, 0.67785, 1.36678], [1.11665, 0.22547, 1.99021], [0.32218, -0.74756, 1.41576], [-1.12789, -1.32392, 2.35974], [-0.80360, -2.65233, 3.13969], [0.99981, 0.96904, 3.29481], [0.45318, 0.65885, 4.30519], [1.80884, 2.16779, 3.12341], [0.96330, 3.20186, 2.56220], [1.49949, 4.47476, 2.92636], [1.15403, 5.47622, 2.08460], [2.25260, 6.46244, 1.84967], [0.07011, 5.53686, 1.56740], [2.87592, 1.73520, 2.24485], [4.00230, 2.11557, 2.31909], [-4.38230, -3.03933, 0.10399], [-0.94272, -5.62112, 0.22400], [-1.03386, -4.87664, -1.36421], [0.94263, -4.10612, -0.28598], [0.14150, -3.68636, 1.20810], [-1.21244, -1.98643, -0.29696], [-0.07053, -2.35517, -1.53880], [1.50800, -1.94371, -2.26720], [3.06580, -2.21639, -1.55006], [2.51822, 1.24314, -2.93103], [3.76292, 1.41574, -1.16396], [4.58109, 1.13922, 0.34345], [4.54298, -0.12582, -0.93970], [-2.18881, -1.42758, 1.44678], [-1.43749, -0.26533, 3.22352], [-0.91272, -2.50985, 4.13642], [0.88632, 3.15217, 1.47208], [-0.03373, 3.09269, 2.98430], [1.84595, 7.45984, 1.72208], [2.91127, 6.46726, 2.71066], [2.81522, 6.19895, 0.95923], [-7.19926, -3.46493, -3.26723], [-7.26170, -1.98027, -3.60256], [-5.98757, -1.22676, -3.20089], [-5.75123, -1.30704, -1.76074], [-5.56852, -1.38083, -0.63146], [-7.11140, -3.62701, -2.19124], [-8.10492, -3.96974, -3.60137], [-6.35340, -3.93985, -3.75323], [-8.12264, -1.52569, -3.10896], [-7.41119, -1.85738, -4.67788], [-6.06035, -0.17311, -3.47403], [-5.11915, -1.64822, -3.71195], [4.50689, 10.89819, 4.42542], [3.33559, 9.92668, 4.50946], [3.77847, 8.47834, 4.74951], [4.63141, 7.99739, 3.66214], [5.29970, 7.63196, 2.80509], [5.16022, 10.66142, 3.58479], [4.14830, 11.91768, 4.28580], [5.10419, 10.87330, 5.33863], [2.75269, 9.97884, 3.58788], [2.67284, 10.22441, 5.32347], [2.91005, 7.82125, 4.81916], [4.33494, 8.39874, 5.68441], [2.44377, -3.78692, 3.43884], [3.49937, -4.83600, 3.76045], [4.31962, -5.23155, 2.52624], [3.46524, -5.78367, 1.47280], [2.79739, -6.21069, 0.64386], [1.71016, -4.16209, 2.72692], [1.89752, -3.49790, 4.33477], [2.89947, -2.88614, 3.01822], [3.01545, -5.72079, 4.17789], [4.18219, -4.45666, 4.52288], [5.07259, -5.97672, 2.78468], [4.83637, -4.35996, 2.12081], [-3.05201, -2.85579, -7.09069], [-4.22956, -2.73692, -8.05124], [-5.58110, -2.68495, -7.32937], [-5.81058, -3.90050, -6.54603], [-5.99142, -4.85485, -5.93614], [-3.09997, -3.78135, -6.51539], [-2.11030, -2.85859, -7.63848], [-3.03027, -2.01853, -6.38971], [-4.22193, -3.58014, -8.74366], [-4.12173, -1.83090, -8.64972], [-6.39625, -2.58248, -8.04620], [-5.61813, -1.82648, -6.65562]], "forces_ev_per_a": [[-0.2, -0.2, 0.1], [0.1, 0.5, -0.7], [-0.3, -0.3, 0.8], [0.5, -0.3, -0.7], [-0.1, 0.3, 0.4], [-0.1, -0.1, -0.3], [-0.2, 0.1, 0.2], [-0.2, -0.1, 0.1], [0.4, 0.1, 0.1], [-0.3, -0.1, -0.2], [0.6, -0.1, -0.2], [-0.4, 0.2, -0.1], [0.0, 0.0, 0.2], [0.0, 0.0, 0.2], [-0.3, 0.2, 0.0], [0.4, -1.0, 0.9], [-0.1, 0.2, -0.1], [0.3, -0.1, -0.7], [-0.3, 0.2, 0.1], [0.0, -0.3, 0.6], [-0.2, 0.5, 0.6], [0.6, -0.3, -0.4], [-0.4, 0.4, -0.3], [-0.1, 0.2, 0.8], [0.0, -0.3, -0.1], [-0.4, -0.3, -0.4], [0.1, 0.4, -0.2], [0.1, -0.1, 0.2], [0.2, -0.1, -0.1], [0.0, 0.0, -0.1], [0.1, 0.0, 0.2], [-0.3, 0.1, 0.1], [-0.1, -0.1, 0.0], [0.0, 0.0, -0.1], [-0.2, 0.0, 0.1], [0.3, 0.1, -0.2], [0.1, 0.0, 0.0], [0.1, 0.1, -0.1], [0.2, -0.1, 0.1], [0.2, -0.1, 0.1], [0.1, 0.3, -0.1], [-0.2, 0.3, -0.5], [0.0, -0.2, 0.1], [0.0, 0.0, -0.1], [-0.1, 0.0, 0.0], [-0.2, 0.0, -0.2], [0.3, -0.1, -0.2], [0.1, -0.2, 0.0], [-0.1, 0.1, 0.2], [-0.1, -0.2, 0.0], [-0.2, 0.0, -0.1], [0.1, 0.1, -0.1], [-0.1, 0.1, 0.1], [0.0, 0.1, 0.0], [0.0, 0.0, 0.0], [0.0, -0.1, 0.0], [0.0, 0.1, 0.0], [0.0, 0.1, 0.0], [0.1, 0.0, 0.0], [0.0, 0.0, 0.0], [0.0, 0.0, 0.0], [0.1, 0.2, 0.0], [-0.1, 0.2, -0.1], [0.1, 0.0, 0.2], [0.1, 0.0, -0.1], [0.0, 0.0, 0.0], [0.0, 0.0, 0.0], [0.0, 0.0, 0.0], [0.0, -0.1, 0.0], [0.0, -0.1, 0.0], [0.0, -0.1, 0.0], [0.0, 0.0, 0.0], [0.0, 0.0, 0.1], [-0.1, 0.1, 0.0], [-0.1, -0.1, 0.2], [0.2, 0.0, 0.0], [-0.1, 0.0, -0.1], [0.0, 0.0, 0.0], [0.0, 0.0, 0.0], [0.0, 0.0, 0.0], [0.1, -0.1, 0.0], [0.1, 0.0, 0.0], [0.0, 0.0, -0.1], [0.0, 0.0, 0.0], [0.0, 0.0, 0.0], [0.2, 0.0, 0.0], [0.2, -0.1, -0.1], [-0.1, 0.1, -0.1], [0.1, -0.1, -0.1], [0.0, 0.0, 0.0], [0.0, 0.0, 0.0], [0.0, 0.0, 0.0], [-0.1, 0.0, 0.0], [-0.1, 0.0, 0.0], [0.0, 0.0, 0.0], [0.0, 0.0, 0.0]]}